(1)
{"formula": "C22H29I2N5O2ReS2", "method": "wB97M-V/def2-TZVPD", "s2": 0.82, "spin_multiplicity": 2, "homo_lumo_gap_ev": [5.25, 6.07], "e_homo_ev": [-12.299, -12.387], "e_above_lowest_kcal_mol": 7.1, "total_charge": 2, "elements": ["Re", "I", "C", "C", "C", "I", "C", "C", "C", "C", "N", "C", "C", "O", "H", "H", "H", "H", "S", "C", "C", "C", "C", "C", "C", "S", "H", "H", "H", "H", "C", "N", "C", "C", "O", "N", "C", "C", "H", "H", "H", "H", "H", "H", "H", "H", "H", "H", "H", "H", "N", "C", "C", "N", "H", "H", "H", "H", "H", "H", "H", "H", "H"], "xyz": [[0.35, -0.03, -0.56], [-2.35, -2.88, -3.89], [-1.24, -3.50, -2.24], [-1.24, -4.82, -1.78], [-0.49, -5.21, -0.70], [-0.52, -7.22, -0.11], [0.28, -4.25, 0.01], [1.13, -4.52, 1.11], [1.82, -3.50, 1.70], [1.64, -2.19, 1.27], [0.85, -1.89, 0.25], [0.21, -2.91, -0.41], [-0.49, -2.53, -1.59], [-0.40, -1.27, -2.00], [-1.84, -5.56, -2.31], [1.24, -5.54, 1.46], [2.49, -3.69, 2.53], [2.14, -1.36, 1.75], [1.00, 1.43, 1.18], [2.75, 1.34, 1.15], [3.48, 1.85, 2.23], [4.86, 1.79, 2.23], [5.53, 1.23, 1.14], [4.83, 0.74, 0.06], [3.43, 0.78, 0.06], [2.57, 0.17, -1.34], [2.94, 2.28, 3.06], [5.41, 2.17, 3.07], [6.61, 1.18, 1.14], [5.34, 0.31, -0.78], [-4.40, 1.82, 1.91], [-3.10, 1.70, 1.24], [-2.75, 2.78, 0.35], [-2.42, 0.53, 1.15], [-1.74, 0.30, 0.09], [-2.49, -0.35, 2.15], [-2.75, 0.02, 3.53], [-1.95, -1.69, 1.95], [-5.13, 2.20, 1.19], [-4.35, 2.52, 2.74], [-4.75, 0.86, 2.26], [-3.16, 3.70, 0.75], [-3.17, 2.64, -0.66], [-1.67, 2.89, 0.30], [-2.68, 1.10, 3.66], [-1.99, -0.45, 4.16], [-3.73, -0.33, 3.87], [-2.11, -2.01, 0.92], [-2.46, -2.38, 2.61], [-0.88, -1.72, 2.17], [1.12, 2.62, -4.75], [0.25, 3.29, -3.72], [0.48, 2.69, -2.33], [-0.34, 1.50, -2.04], [0.86, 2.91, -5.70], [1.08, 1.60, -4.70], [2.10, 2.88, -4.61], [-0.79, 3.16, -4.03], [0.49, 4.35, -3.73], [0.29, 3.44, -1.57], [1.53, 2.40, -2.23], [-0.42, 0.87, -2.84], [-1.29, 1.75, -1.78]], "lowdin_spin": [0.97, 0.00, 0.02, -0.01, 0.02, 0.00, 0.00, 0.03, 0.00, 0.03, 0.00, 0.00, -0.01, 0.02, 0.00, 0.00, 0.00, 0.00, -0.04, -0.01, 0.00, 0.00, -0.01, 0.01, -0.02, -0.03, 0.00, 0.00, 0.00, 0.00, 0.00, 0.00, 0.00, 0.00, 0.02, 0.00, 0.00, 0.00, 0.00, 0.00, 0.00, 0.00, 0.00, 0.00, 0.00, 0.00, 0.00, 0.00, 0.00, 0.00, 0.00, 0.00, 0.00, 0.00, 0.00, 0.00, 0.00, 0.00, 0.00, 0.00, 0.00, 0.00, 0.00]}

***

(2)
{"formula": "C3H10N5", "method": "wB97M-V/def2-TZVPD", "smiles": "C/[NH+]=C\\N=N/N(C)N", "spin_multiplicity": 1, "homo_lumo_gap_ev": 9.26, "e_homo_ev": -13.074, "e_above_lowest_kcal_mol": 98.8, "total_charge": 1, "elements": ["C", "N", "C", "N", "N", "N", "C", "N", "H", "H", "H", "H", "H", "H", "H", "H", "H", "H"], "xyz": [[2.81, -1.00, 0.74], [2.43, 0.02, -0.15], [1.31, 0.64, -0.23], [0.41, 0.52, 0.70], [-0.83, 0.78, 0.74], [-1.71, 0.33, -0.05], [-3.09, 0.78, 0.04], [-1.57, -0.58, -1.02], [2.49, -2.02, 0.37], [3.99, -1.06, 0.96], [2.33, -0.85, 1.73], [3.09, 0.19, -0.97], [1.27, 1.54, -0.92], [-3.28, 1.20, -1.01], [-3.64, -0.11, 0.50], [-3.05, 1.68, 0.75], [-2.39, -1.09, -1.12], [-0.58, -0.94, -1.07]], "lowdin_charge": [-0.09, -0.05, -0.20, 0.06, 0.07, -0.28, 0.01, 0.15, 0.11, 0.15, 0.09, 0.19, 0.18, 0.14, 0.13, 0.13, 0.09, 0.14]}